{"formula": "C30H23N8O2PtS", "method": "ωB97M-V with the def2-TZVPD basis set", "multiplicity": 1, "charge": 1, "species": ["Pt", "C", "C", "N", "C", "C", "N", "C", "C", "C", "C", "C", "N", "C", "C", "N", "C", "C", "N", "C", "C", "C", "N", "C", "C", "H", "H", "H", "H", "H", "H", "H", "H", "H", "H", "H", "H", "C", "C", "C", "C", "C", "C", "C", "S", "O", "O", "N", "C", "C", "C", "C", "C", "N", "H", "H", "H", "H", "H", "H", "H", "H", "H", "H", "H"], "coordinates": [[0.61040, 0.36108, 0.87133], [-3.11364, 2.33686, 1.71569], [-1.86958, 1.76667, 1.91119], [-1.16896, 1.28480, 0.87675], [-1.72452, 1.39218, -0.38273], [-2.98248, 1.98935, -0.51459], [-3.66405, 2.44800, 0.50537], [-0.94012, 0.83002, -1.46021], [-1.22504, 0.81755, -2.81367], [-0.35212, 0.18803, -3.71816], [0.83243, -0.37196, -3.20799], [1.11071, -0.30452, -1.85237], [0.20363, 0.25436, -1.00691], [2.28658, -0.76463, -1.14514], [3.45933, -1.25888, -1.73297], [4.49058, -1.65684, -1.03243], [4.40152, -1.58842, 0.29867], [3.28524, -1.07696, 0.92972], [2.23123, -0.64560, 0.22808], [-0.66661, 0.13910, -5.15221], [-1.97877, 0.28701, -5.61442], [-2.22505, 0.26831, -6.97734], [-1.27235, 0.08349, -7.86662], [-0.02963, -0.07220, -7.46085], [0.32626, -0.03817, -6.12161], [-3.69125, 2.71700, 2.54259], [-1.43359, 1.69355, 2.90008], [-3.44099, 2.08976, -1.48840], [-2.11071, 1.31939, -3.15855], [1.53533, -0.86655, -3.85766], [3.55428, -1.30943, -2.80941], [5.25005, -1.94411, 0.86095], [3.22931, -1.00599, 2.00776], [-2.80259, 0.39043, -4.92918], [-3.22111, 0.39942, -7.37496], [0.70982, -0.23099, -8.23411], [1.36396, -0.13355, -5.84940], [-4.07903, -3.37185, 1.31724], [-2.99214, -2.59205, 1.98729], [-3.28665, -1.69822, 3.01440], [-2.27537, -0.97844, 3.62466], [-0.96461, -1.14646, 3.21244], [-0.63750, -2.06138, 2.22207], [-1.66146, -2.77411, 1.61369], [0.27477, -0.18050, 4.07232], [1.21305, -1.02440, 4.74763], [-0.39112, 0.86006, 4.80482], [1.08050, 0.55684, 2.78547], [2.15592, 1.34765, 2.97979], [2.73237, 1.63237, 4.23221], [3.87837, 2.40118, 4.26659], [4.40082, 2.90303, 3.07846], [3.74564, 2.59419, 1.88990], [2.67395, 1.83224, 1.83024], [-4.95115, -2.74780, 1.13042], [-4.40392, -4.19221, 1.95552], [-3.73255, -3.79860, 0.37895], [-4.30826, -1.57126, 3.33924], [-2.46694, -0.29959, 4.43951], [0.40083, -2.27369, 1.99054], [-1.42947, -3.50826, 0.85652], [2.27665, 1.23855, 5.12500], [4.36267, 2.60574, 5.21088], [5.29492, 3.50571, 3.06583], [4.12222, 2.95367, 0.94205]]}

***

{"formula": "C64H144N3O3P3", "method": "ωB97M-V with the def2-TZVPD basis set", "multiplicity": 1, "charge": 4, "species": ["N", "O", "O", "O", "C", "C", "C", "C", "P", "C", "C", "C", "C", "C", "C", "C", "C", "C", "C", "C", "C", "H", "H", "H", "H", "H", "H", "H", "H", "H", "H", "H", "H", "H", "H", "H", "H", "H", "H", "H", "H", "H", "H", "H", "H", "H", "H", "H", "H", "H", "H", "H", "H", "H", "H", "H", "H", "C", "C", "C", "C", "P", "C", "C", "C", "C", "C", "C", "C", "C", "C", "C", "C", "C", "H", "H", "H", "H", "H", "H", "H", "H", "H", "H", "H", "H", "H", "H", "H", "H", "H", "H", "H", "H", "H", "H", "H", "H", "H", "H", "H", "H", "H", "H", "H", "H", "H", "H", "H", "H", "C", "C", "C", "C", "P", "C", "C", "C", "C", "C", "C", "C", "C", "C", "C", "C", "C", "H", "H", "H", "H", "H", "H", "H", "H", "H", "H", "H", "H", "H", "H", "H", "H", "H", "H", "H", "H", "H", "H", "H", "H", "H", "H", "H", "H", "H", "H", "H", "H", "H", "H", "H", "H", "C", "C", "C", "N", "C", "C", "C", "C", "C", "H", "H", "H", "H", "H", "H", "H", "H", "H", "H", "H", "H", "H", "H", "H", "H", "H", "H", "C", "C", "C", "N", "C", "C", "C", "C", "C", "H", "H", "H", "H", "H", "H", "H", "H", "H", "H", "H", "H", "H", "H", "H", "H", "H", "H"], "coordinates": [[0.15021, -0.12244, 0.19529], [1.19574, 0.11112, -0.36987], [-0.65743, -0.88463, -0.29005], [-0.10541, 0.44195, 1.21926], [-7.68413, 3.59160, -3.39283], [-7.39604, 2.17930, -2.81809], [-5.96755, 1.77730, -2.78080], [-5.63956, 0.30754, -2.31221], [-3.96402, 0.17425, -1.66186], [-3.40201, -1.52434, -1.69377], [-4.09239, -2.41480, -2.72423], [-3.34478, -3.76644, -2.79264], [-3.84123, -4.64998, -4.00786], [-3.66225, 0.89330, 0.01986], [-4.53306, 0.27585, 1.15143], [-5.67453, 1.25600, 1.56414], [-6.85661, 0.50239, 2.31180], [-2.64017, 0.96882, -2.74453], [-2.37082, 2.48980, -2.69845], [-1.32561, 3.09878, -3.64627], [-0.05886, 2.37790, -3.76130], [-8.66121, 3.45441, -3.85606], [-7.09418, 3.50335, -4.30512], [-7.62034, 4.55835, -2.89341], [-7.94829, 1.38960, -3.32750], [-7.72320, 2.24892, -1.78069], [-5.48605, 2.49047, -2.11174], [-5.57542, 1.86832, -3.79375], [-5.74358, -0.46649, -3.07257], [-6.30342, 0.18474, -1.45647], [-3.78509, -1.93805, -0.76092], [-2.31608, -1.60968, -1.65406], [-4.02851, -1.85764, -3.65890], [-5.15060, -2.63523, -2.58383], [-3.55469, -4.38363, -1.91907], [-2.25615, -3.72824, -2.83166], [-3.81055, -4.01440, -4.89285], [-4.92361, -4.77868, -4.00624], [-3.26581, -5.53876, -4.26683], [-3.97156, 1.93511, -0.06423], [-2.63617, 0.67869, 0.31852], [-3.91099, 0.18414, 2.04177], [-4.89908, -0.72347, 0.91589], [-6.07361, 1.84094, 0.73548], [-5.48833, 2.02688, 2.31193], [-6.54703, 0.06706, 3.26193], [-7.31888, -0.27705, 1.70610], [-7.74769, 1.05838, 2.60328], [-2.74645, 0.63733, -3.77745], [-1.82471, 0.49918, -2.19449], [-1.91181, 2.62577, -1.71921], [-3.30747, 3.01876, -2.87447], [-1.10057, 4.11117, -3.31083], [-1.71575, 3.19959, -4.65906], [0.00715, 1.45017, -4.32968], [0.26331, 2.08780, -2.76122], [0.84153, 2.84181, -4.16402], [-2.61254, 1.90118, 6.79356], [-2.77825, 1.25407, 5.34722], [-2.31156, 2.21662, 4.20840], [-0.79160, 2.21712, 3.99679], [-0.15106, 3.50861, 2.94264], [-1.22952, 3.93042, 1.46857], [-0.56890, 4.84353, 0.41276], [-1.57441, 5.77567, -0.33726], [-1.04975, 6.69999, -1.42827], [-0.07202, 4.96972, 4.09818], [0.65510, 6.29671, 3.65003], [-0.42162, 7.32384, 3.20913], [0.13934, 8.52608, 2.36205], [1.61421, 2.95609, 2.49701], [2.35062, 2.27089, 3.65139], [3.78327, 1.88554, 3.23994], [4.63190, 1.55348, 4.48779], [-1.78300, 2.60790, 6.81620], [-2.16741, 1.09416, 7.37552], [-3.45162, 2.29511, 7.36702], [-3.83973, 1.01736, 5.27415], [-2.17367, 0.34719, 5.33496], [-2.73346, 3.14096, 4.60297], [-2.84149, 2.01713, 3.27702], [-0.41555, 1.30590, 3.53164], [-0.31384, 2.38401, 4.96218], [-2.09689, 4.44671, 1.87994], [-1.55407, 3.01478, 0.97423], [-0.26048, 4.09588, -0.31799], [0.35387, 5.27560, 0.79994], [-2.25709, 6.30246, 0.32948], [-2.16810, 5.05862, -0.90425], [-0.12094, 6.31198, -1.84646], [-0.77066, 7.70218, -1.10296], [-1.73136, 6.88779, -2.25787], [0.31409, 4.61678, 5.05445], [-1.10491, 5.28386, 4.24834], [1.51430, 6.15461, 2.99452], [0.98110, 6.64131, 4.63139], [-0.96907, 7.69390, 4.07600], [-1.17913, 6.83600, 2.59571], [1.02525, 8.99955, 2.78525], [-0.64441, 9.24786, 2.13212], [0.48857, 8.19170, 1.38515], [2.25488, 3.75512, 2.12394], [1.54904, 2.21107, 1.70404], [1.85484, 1.34415, 3.94026], [2.31784, 2.87453, 4.55840], [4.06664, 2.77478, 2.67685], [3.65475, 1.08820, 2.50793], [5.66388, 1.33690, 4.21170], [4.15188, 0.66039, 4.88788], [4.65573, 2.42292, 5.14476], [7.60028, -5.78050, -0.70435], [6.24540, -6.47397, -0.99365], [5.07126, -5.54277, -1.45148], [4.78757, -4.45736, -0.34654], [3.55202, -3.21711, -0.74885], [3.98156, -1.85241, 0.44470], [4.78084, -2.09098, 1.79732], [3.91264, -2.83498, 2.82318], [2.68848, -1.95401, 3.22885], [3.68995, -2.66571, -2.47382], [2.83081, -1.43263, -2.72237], [2.82461, -1.09685, -4.12948], [2.23214, -2.12214, -5.15971], [1.79463, -3.66127, -0.43088], [1.12741, -4.58437, -1.41686], [-0.08510, -5.30307, -0.89250], [0.21299, -6.24747, 0.30153], [8.47818, -6.37407, -0.44926], [7.53975, -4.94025, -0.01268], [7.96135, -5.26800, -1.59602], [5.86619, -6.94972, -0.08923], [6.41737, -7.30019, -1.68349], [4.19615, -6.08409, -1.81099], [5.43011, -5.08730, -2.37445], [5.67341, -3.84675, -0.17172], [4.49510, -5.00783, 0.54764], [3.02151, -1.37082, 0.63032], [4.58805, -1.08798, -0.04101], [5.13735, -1.12119, 2.14448], [5.70200, -2.64693, 1.62274], [4.50938, -2.94302, 3.72890], [3.55625, -3.80702, 2.48226], [3.11239, -1.00657, 3.56167], [2.26141, -2.35163, 4.14951], [1.84741, -1.85633, 2.54244], [3.35511, -3.54506, -3.02402], [4.74923, -2.53789, -2.69671], [3.07235, -0.67534, -1.97655], [1.78974, -1.69619, -2.53578], [3.87345, -0.91551, -4.36430], [2.31589, -0.13292, -4.11755], [2.79897, -3.05062, -5.09095], [2.51113, -1.62211, -6.08720], [1.15734, -2.28880, -5.23131], [1.34052, -2.67461, -0.52248], [1.72992, -4.07232, 0.57656], [1.80459, -5.39467, -1.68692], [0.95281, -4.02498, -2.33593], [-0.39675, -6.08135, -1.58910], [-0.90602, -4.63367, -0.63540], [0.83782, -5.85703, 1.10480], [0.67866, -7.17811, -0.02273], [-0.69474, -6.58190, 0.80380], [4.50727, 1.96476, -0.47542], [4.59748, 2.17923, -1.98712], [6.02158, 1.96003, -2.50239], [6.30384, 2.65623, -3.86451], [5.64562, 1.80925, -4.98501], [7.82766, 2.43548, -4.13369], [8.27315, 3.58526, -5.10816], [7.31888, 4.75133, -4.73764], [6.10741, 4.25020, -3.99968], [4.42123, 0.94816, -0.09173], [3.64978, 2.45340, -0.01277], [5.42824, 2.39790, -0.08515], [4.35612, 3.19838, -2.28910], [3.89257, 1.41014, -2.30288], [6.32103, 0.92743, -2.68176], [6.72587, 2.43801, -1.82150], [4.56306, 1.72186, -4.89274], [5.97547, 0.77048, -5.00112], [5.93297, 2.17584, -5.97048], [7.86256, 1.40643, -4.49135], [8.34252, 2.40082, -3.17357], [7.98855, 3.22158, -6.09550], [9.29679, 3.87743, -4.87385], [7.11822, 5.15644, -5.72947], [8.01130, 5.36246, -4.15870], [5.15889, 4.43406, -4.50427], [5.97726, 4.68370, -3.00810], [-1.42064, -2.85591, 3.22242], [-2.93890, -2.89746, 3.09645], [-3.45921, -4.26469, 3.40098], [-4.89213, -4.47005, 2.95028], [-5.86101, -3.39865, 3.44560], [-5.32146, -5.85895, 3.54974], [-6.11095, -6.50098, 2.46819], [-5.65267, -5.84624, 1.14600], [-4.86026, -4.61395, 1.32815], [-1.11558, -3.40225, 2.32993], [-0.99538, -3.28908, 4.12775], [-1.01298, -1.86572, 3.01891], [-3.21182, -2.46183, 2.13528], [-3.37924, -2.26932, 3.87083], [-3.36230, -4.41350, 4.47642], [-2.86246, -5.06097, 2.95610], [-5.56335, -3.30106, 4.48962], [-6.91285, -3.64900, 3.30755], [-5.66850, -2.45627, 2.93280], [-5.86220, -5.92369, 4.49393], [-4.41568, -6.45834, 3.64142], [-7.18216, -6.32899, 2.57325], [-5.90611, -7.55319, 2.27072], [-6.43400, -5.80287, 0.38723], [-5.03121, -6.53407, 0.57260], [-5.06611, -3.65492, 0.85278], [-3.81397, -4.77646, 1.06936]]}

***

| no. | HOMO energy (eV) | frontier orbital gap (hartree) |
| --- | --- | --- |
| 1 | -10.30 | 0.2038 |
| 2 | -16.32 | 0.3553 |